The following is a DFT calculation (wB97M-V/def2-TZVPD) of C28H37BrCaN3O2SeSi2 as an isolated structure.

Last column: Mulliken charge in e.
Atoms and positions in Å:
H (2.782, -1.811, -5.141)  0.289
H (-0.070, 1.047, 3.845)  0.415
C (0.867, -4.159, 3.347)  -1.016
H (2.123, -3.889, 0.296)  0.238
Ca (0.272, 0.000, -0.985)  1.341
N (-1.218, 1.153, 0.561)  0.283
H (1.501, -4.959, 3.750)  0.299
O (-3.760, -0.158, -2.669)  -0.701
H (3.277, -4.589, 1.449)  0.382
C (0.735, 1.076, -3.943)  0.743
C (0.218, 4.276, 4.843)  -0.467
C (-4.473, -0.727, -1.677)  0.197
H (4.219, 0.777, -4.814)  0.331
Se (0.630, -1.102, 1.916)  -0.286
H (3.816, -3.134, 4.093)  0.361
H (3.595, -3.002, 0.719)  0.182
O (-1.629, -0.753, -1.340)  -1.410
N (-2.396, 0.507, 0.511)  -0.324
H (-6.275, -0.630, -2.811)  0.412
H (2.707, -1.864, 4.658)  0.260
H (-6.613, -2.390, 1.101)  0.382
H (-2.027, -1.569, 0.496)  0.247
C (-5.836, -0.934, -1.868)  -0.560
C (2.775, -2.013, -4.064)  -1.069
H (2.100, 0.611, -5.548)  0.122
H (1.851, -2.552, -3.836)  0.295
H (0.929, 1.901, -7.258)  0.353
H (4.426, 1.503, -3.216)  0.268
H (-2.953, 0.515, 1.358)  0.372
C (-0.964, 1.986, 1.492)  -0.803
H (3.621, -2.672, -3.840)  0.343
Si (2.868, -0.427, -3.070)  -0.002
C (-1.134, 2.498, -4.657)  -0.815
H (0.172, -4.598, 2.625)  0.274
C (-2.411, -0.828, -0.216)  0.823
H (0.578, 5.234, 4.483)  0.426
H (1.711, 3.905, 2.515)  0.407
C (3.330, -0.889, -1.308)  -0.763
H (-0.321, 5.032, 6.774)  0.365
C (2.811, -3.654, 1.114)  -0.950
C (-0.465, 1.781, -3.680)  -0.350
H (-1.166, 3.126, -6.721)  0.357
C (0.815, 3.304, 2.629)  -1.109
H (-1.139, 2.840, 7.592)  0.367
C (0.260, 3.168, 3.993)  0.392
C (0.308, 2.709, 1.556)  0.573
H (2.602, -1.548, -0.816)  -0.228
H (-0.892, 1.764, -2.681)  0.290
C (-3.876, -1.112, -0.471)  0.289
H (4.280, -1.432, -1.286)  0.460
C (3.191, -2.291, 3.774)  -1.062
C (-0.174, 1.931, 4.471)  -0.083
Br (1.311, 2.787, -0.064)  -0.168
C (-0.288, 4.162, 6.129)  -0.495
C (1.200, 1.152, -5.276)  -0.215
H (-4.173, -2.037, 1.426)  0.427
N (1.380, 0.387, -2.931)  -0.251
H (3.837, -1.521, 3.341)  0.251
H (-7.662, -1.672, -1.035)  0.350
C (-6.602, -1.518, -0.870)  -0.355
C (-0.745, 2.933, 6.588)  -0.362
C (-0.643, 2.564, -5.958)  -0.464
C (-6.020, -1.919, 0.327)  -0.758
C (-0.679, 1.820, 5.760)  -0.777
H (-2.810, -0.252, -2.417)  0.314
H (-1.006, 0.852, 6.120)  0.420
H (0.277, -3.736, 4.165)  0.249
C (0.530, 1.878, -6.249)  -0.763
H (5.240, -0.024, -3.610)  0.332
H (3.442, 0.001, -0.677)  0.335
H (-1.672, 2.166, 2.298)  0.527
C (-4.655, -1.715, 0.506)  -0.423
Si (1.898, -2.825, 2.526)  0.364
H (-2.055, 3.009, -4.399)  0.368
C (4.318, 0.552, -3.748)  -1.046

Computed properties:
- Molar mass: 702.74 g mol⁻¹
- Energy relative to the best compared isomer or geometry (same formula, charge and spin): 7.6 kcal per mole
- LUMO energy: 0.0797 Eh
- Multiplicity: 1
- Orbital gap: 6.72 eV
- Net charge: -1
- Total energy: -7636.2223 Ha
- HOMO energy: -4.550 eV